1.
The following is a quantum chemistry calculation of a structure of composition C5H7FMnO3 at a distorted geometry, from OMol25.

ORCA input file:
```
! RIJCOSX wB97M-V def2-TZVPD def2/J DEFGRID3
* xyz 1 7
C -1.6095 -0.4117 1.1324
C -2.5324 0.0958 0.2463
H -1.9394 -0.1973 2.1610
H -0.6629 -0.7990 1.5113
H -3.2852 0.8169 0.5812
H -2.6348 -0.2623 -0.7824
O 2.2421 0.1176 -0.1028
C 2.1693 1.4258 0.2671
C 1.3436 -0.4249 -1.0511
O 3.1595 1.9102 0.7791
O 1.0423 2.0122 0.0945
C 0.2972 -1.3187 -0.4593
H 1.9634 -1.0235 -1.7373
H 0.8568 0.3519 -1.6566
F 0.8249 -2.3601 0.2132
H -0.4749 -1.6667 -1.1587
Mn -0.7599 1.7340 -0.0378
*
```

Results
Molecular weight (g mol⁻¹): 189.0
Energy (eV): -45466.4310
HOMO energy (spin up / spin down) (eV): -12.96 / -13.66
<S²>: 12.01
LUMO level (spin up / spin down) (eV): -6.35 / -6.65
Largest force on an atom (eV Å⁻¹): 4.45

Mulliken atomic charge list, values in e, 8 entries:
1. C -0.14
2. C -0.95
3. H 0.25
4. H 0.35
5. H 0.45
6. H 0.41
7. O -0.30
8. C 0.70

2.
The following is a quantum chemistry calculation of the molecule C5H7FN2 at a distorted geometry, from OMol25.

ORCA input file:
```
! RIJCOSX wB97M-V def2-TZVPD def2/J DEFGRID3
* xyz 0 1
C -1.6838 0.9761 1.5175
C -1.4478 0.4833 0.2349
C -0.0621 0.4187 -0.2408
C 0.3526 -0.8737 -0.9634
C -0.1906 -2.0624 -0.6707
F 0.2310 -3.2681 -1.1554
N 0.8162 1.3336 0.0343
N 2.0998 1.2686 -0.0815
H -0.6564 1.1296 2.1052
H -2.6238 1.0211 1.9882
H -2.1982 -0.0304 -0.3661
H 1.3440 -0.9030 -1.5244
H -0.9845 -2.2015 -0.0080
H 2.5741 0.4508 -0.5289
H 2.4294 2.2571 -0.3409
*
```

Results
Molecular weight (g mol⁻¹): 114.1
Energy (eV): -10992.6697
HOMO energy (eV): -8.12
Energy above the lowest of the compared OMol25 structures with the same formula, charge and spin (kJ/mol): 351.0
LUMO level (eV): 0.71
Largest force on an atom (eV Å⁻¹): 4.97
SMILES: C=CC(/C=C/F)=N/N

Mulliken atomic charge list, values in e, 8 entries:
1. C -0.69
2. C -0.44
3. C 0.79
4. C -0.57
5. C -0.22
6. F -0.25
7. N -0.39
8. N -0.46

3.
The following is a quantum chemistry calculation of the molecule C5H7FOS at a distorted geometry, from OMol25.

ORCA input file:
```
! RIJCOSX wB97M-V def2-TZVPD def2/J DEFGRID3
* xyz 0 1
O 1.9864 1.8141 -0.2889
C 0.8568 1.3412 -0.1633
C -0.6080 1.8038 0.2391
C -0.9270 0.2450 0.4448
S -2.3498 -0.6694 -0.2922
C 0.4560 -0.1770 -0.1126
C 1.1570 -1.3093 0.4924
F 2.2154 -1.8772 -0.2153
H -0.2516 2.3265 1.2050
H -1.3157 2.4814 -0.4193
H -1.1883 -0.0415 1.5180
H -3.2825 -0.0164 0.5163
H 0.1329 -0.0910 -1.2974
H 0.4385 -2.2522 0.7194
H 1.6261 -0.7364 1.2792
*
```

Results
Molecular weight (g mol⁻¹): 134.2
Energy (eV): -20895.6929
HOMO energy (eV): -9.52
Energy above the lowest of the compared OMol25 structures with the same formula, charge and spin (kJ/mol): 230.1
LUMO level (eV): 0.55
Largest force on an atom (eV Å⁻¹): 5.96
SMILES: O=C1C[C@@H](S)[C@@H]1CF

Mulliken atomic charge list, values in e, 8 entries:
1. O -0.57
2. C 0.12
3. C -0.37
4. C -0.25
5. S -0.20
6. C 0.04
7. C -0.27
8. F -0.29

4.
The following is a quantum chemistry calculation of a structure of composition C5H7HgO3 at a distorted geometry, from OMol25.

ORCA input file:
```
! RIJCOSX wB97M-V def2-TZVPD def2/J DEFGRID3
* xyz 0 2
C -0.6248 -0.9244 -3.3856
H 0.4694 -1.0053 -3.2828
H -1.0211 -1.4702 -4.2602
C -1.3699 -0.1678 -2.5468
H -2.4483 -0.2613 -2.7931
C -0.6354 -1.3655 2.0749
C 0.5062 -0.8405 1.6546
O 0.4930 0.4579 1.1188
C 1.2052 1.4530 1.6641
O 1.8934 1.3959 2.6379
O 1.0663 2.4740 0.8216
H -0.6121 -2.3209 2.5964
H -1.5930 -0.8795 1.8768
H 1.4905 -1.3035 1.7065
H 1.5102 3.2710 1.1410
Hg -0.3297 1.4874 -1.0241
*
```

Results
Molecular weight (g mol⁻¹): 315.7
Energy (eV): -15611.5965
HOMO energy (spin up / spin down) (eV): -6.69 / -8.84
Energy above the lowest of the compared OMol25 structures with the same formula, charge and spin (kJ/mol): 55.7
<S²>: 0.77
LUMO level (spin up / spin down) (eV): 0.50 / -0.51
Largest force on an atom (eV Å⁻¹): 2.83

Mulliken atomic charge list, values in e, 8 entries:
1. C -0.43
2. H 0.19
3. H 0.23
4. C -0.51
5. H 0.25
6. C -0.60
7. C -0.04
8. O -0.32

Q: What is the formula in the fourth record?
A: C5H7HgO3

Repeat the third record exactly.
The following is a quantum chemistry calculation of the molecule C5H7FOS at a distorted geometry, from OMol25.

ORCA input file:
```
! RIJCOSX wB97M-V def2-TZVPD def2/J DEFGRID3
* xyz 0 1
O 1.9864 1.8141 -0.2889
C 0.8568 1.3412 -0.1633
C -0.6080 1.8038 0.2391
C -0.9270 0.2450 0.4448
S -2.3498 -0.6694 -0.2922
C 0.4560 -0.1770 -0.1126
C 1.1570 -1.3093 0.4924
F 2.2154 -1.8772 -0.2153
H -0.2516 2.3265 1.2050
H -1.3157 2.4814 -0.4193
H -1.1883 -0.0415 1.5180
H -3.2825 -0.0164 0.5163
H 0.1329 -0.0910 -1.2974
H 0.4385 -2.2522 0.7194
H 1.6261 -0.7364 1.2792
*
```

Results
Molecular weight (g mol⁻¹): 134.2
Energy (eV): -20895.6929
HOMO energy (eV): -9.52
Energy above the lowest of the compared OMol25 structures with the same formula, charge and spin (kJ/mol): 230.1
LUMO level (eV): 0.55
Largest force on an atom (eV Å⁻¹): 5.96
SMILES: O=C1C[C@@H](S)[C@@H]1CF

Mulliken atomic charge list, values in e, 8 entries:
1. O -0.57
2. C 0.12
3. C -0.37
4. C -0.25
5. S -0.20
6. C 0.04
7. C -0.27
8. F -0.29

Copy entry 2 word for word.
The following is a quantum chemistry calculation of the molecule C5H7FN2 at a distorted geometry, from OMol25.

ORCA input file:
```
! RIJCOSX wB97M-V def2-TZVPD def2/J DEFGRID3
* xyz 0 1
C -1.6838 0.9761 1.5175
C -1.4478 0.4833 0.2349
C -0.0621 0.4187 -0.2408
C 0.3526 -0.8737 -0.9634
C -0.1906 -2.0624 -0.6707
F 0.2310 -3.2681 -1.1554
N 0.8162 1.3336 0.0343
N 2.0998 1.2686 -0.0815
H -0.6564 1.1296 2.1052
H -2.6238 1.0211 1.9882
H -2.1982 -0.0304 -0.3661
H 1.3440 -0.9030 -1.5244
H -0.9845 -2.2015 -0.0080
H 2.5741 0.4508 -0.5289
H 2.4294 2.2571 -0.3409
*
```

Results
Molecular weight (g mol⁻¹): 114.1
Energy (eV): -10992.6697
HOMO energy (eV): -8.12
Energy above the lowest of the compared OMol25 structures with the same formula, charge and spin (kJ/mol): 351.0
LUMO level (eV): 0.71
Largest force on an atom (eV Å⁻¹): 4.97
SMILES: C=CC(/C=C/F)=N/N

Mulliken atomic charge list, values in e, 8 entries:
1. C -0.69
2. C -0.44
3. C 0.79
4. C -0.57
5. C -0.22
6. F -0.25
7. N -0.39
8. N -0.46

Q: molecular weight of number 2 (C5H7FN2)?
A: 114.1 g mol⁻¹